# 1
50
Properties=species:S:1:pos:R:3 method="wB97M-V/def2-TZVPD" spin_multiplicity=1 fmax_ha_per_bohr=0.026 homo_lumo_gap_ha=0.2103 energy_ha=-993.7049 de_lowest_kj_mol=0.0 total_charge=+1
C -0.60 1.81 0.68
C 0.62 1.59 -0.16
C 1.62 0.75 0.17
C 2.96 0.73 -0.49
Si 4.32 1.73 0.45
C 5.92 1.57 -0.51
C 3.82 3.53 0.54
C 4.52 1.01 2.16
H -1.11 2.71 0.33
H -1.31 0.98 0.61
H -0.35 1.94 1.74
H 0.70 2.20 -1.07
H 1.46 0.01 0.95
H 3.36 -0.29 -0.55
H 2.91 1.15 -1.51
H 6.72 2.12 0.00
H 6.24 0.52 -0.59
H 5.82 1.97 -1.53
H 4.59 4.09 1.09
H 3.73 3.97 -0.46
H 2.86 3.66 1.06
H 5.28 1.57 2.71
H 3.58 1.07 2.73
H 4.83 -0.04 2.12
C 0.03 -1.25 -1.93
C -1.21 -0.61 -1.47
C -2.28 -1.17 -0.77
C -3.54 -0.45 -0.73
C -3.73 0.80 -1.53
C -4.59 -0.93 0.03
C -4.50 -2.12 0.76
C -5.65 -2.58 1.59
C -3.32 -2.86 0.67
C -2.22 -2.44 -0.07
C -1.03 -3.33 -0.11
H 0.52 -0.57 -2.64
H 0.75 -1.39 -1.12
H -0.13 -2.21 -2.44
H -1.34 0.41 -1.85
H -4.75 1.18 -1.36
H -3.03 1.60 -1.25
H -3.63 0.61 -2.60
H -5.53 -0.37 0.05
H -5.41 -3.52 2.10
H -5.91 -1.83 2.35
H -6.55 -2.74 0.99
H -3.26 -3.82 1.20
H -1.22 -4.21 0.52
H -0.82 -3.69 -1.12
H -0.12 -2.85 0.29


# 2
64
Properties=species:S:1:pos:R:3 method="wB97M-V/def2-TZVPD" spin_multiplicity=1 fmax_ha_per_bohr=0.049 homo_lumo_gap_ha=0.1692 energy_ha=-8095.0469 total_charge=+1
C 3.17 0.76 0.00
C 2.49 -0.12 -0.72
P 1.28 -1.20 0.05
Cl 1.54 -0.88 2.00
C -0.31 -0.40 -0.42
C -0.24 1.06 -0.01
C 0.17 1.97 -1.02
Br -2.06 2.04 0.49
H 2.81 1.05 0.99
H 4.06 1.25 -0.32
H 2.56 -0.26 -1.78
H -1.18 -0.95 -0.06
H -0.32 -0.40 -1.50
H 0.38 1.20 0.86
H -0.16 3.11 -0.90
H 1.21 2.13 -0.97
H -0.16 1.69 -2.01
Al 3.95 1.74 -2.29
F 1.75 2.36 1.15
O -3.52 -1.15 0.19
H -3.61 -1.60 1.04
H -3.64 -0.22 0.43
C -3.08 -3.57 4.62
C -3.32 -2.24 3.95
O -3.76 -2.17 2.82
C -2.95 -1.00 4.73
H -3.38 -4.38 3.95
H -2.03 -3.68 4.87
H -3.66 -3.63 5.54
H -1.89 -1.02 4.96
H -3.51 -0.95 5.67
H -3.19 -0.14 4.12
Br -4.12 1.67 1.71
O 0.09 -4.35 0.20
C -1.03 -4.61 -0.08
O -1.91 -3.55 -0.09
C -3.26 -3.66 -0.60
C -4.25 -4.20 0.40
C -1.54 -6.00 -0.34
H -3.27 -4.25 -1.52
H -3.54 -2.64 -0.85
H -4.01 -5.22 0.69
H -5.25 -4.19 -0.02
H -4.24 -3.58 1.30
H -1.77 -6.46 0.62
H -0.75 -6.56 -0.81
H -2.43 -6.05 -0.97
Cl 0.11 4.54 -2.08
Na -1.37 -1.73 -1.92
O 4.28 -2.54 0.90
H 4.74 -3.10 1.52
H 3.59 -2.10 1.41
F 3.21 4.05 -2.74
C 3.72 5.31 -3.05
C 4.49 5.45 -4.17
C 4.99 6.71 -4.46
C 4.71 7.78 -3.63
C 3.92 7.59 -2.50
C 3.41 6.34 -2.20
H 4.69 4.60 -4.81
H 5.59 6.85 -5.35
H 5.09 8.76 -3.86
H 3.70 8.42 -1.85
H 2.79 6.16 -1.33